Entry 1:
Here is a 11-piece molecular cluster, C39H63F5O21 overall in a non-equilibrium geometry from the Open Molecules 2025 dataset. Energies are from the ωB97M-V functional and the def2-TZVPD basis.

Geometry as ORCA input:
```
! RIJCOSX wB97M-V def2-TZVPD def2/J DEFGRID3
* xyz 0 1
C 0.5219 4.2592 -0.8584
C 0.1271 4.6086 -2.2864
O 0.5508 3.4783 -3.0230
C 1.5474 2.8633 -2.3112
O 2.1487 1.8997 -2.6306
O 1.6707 3.4587 -1.1199
F 0.8527 5.7054 -2.7527
H -0.2368 3.6580 -0.3508
H 0.7501 5.1200 -0.2367
H -0.9168 4.8004 -2.5266
C 0.1264 2.3894 4.1708
C -1.2475 3.0239 4.5473
O -1.9839 2.8951 3.3852
C -1.1543 2.8830 2.3269
O -1.3855 3.2138 1.2082
O 0.1031 2.6194 2.7534
F -0.9240 4.3242 4.8908
H 0.2723 1.3199 4.3523
H 1.0265 2.7889 4.6313
H -1.7627 2.6726 5.4327
C 2.7463 0.8904 2.9283
C 4.2561 0.8121 2.7458
O 4.6684 -0.3390 3.4159
C 3.6093 -1.1019 3.7218
O 3.5975 -2.1422 4.3017
O 2.4652 -0.4212 3.4583
F 4.9277 1.9041 3.2559
H 2.1542 1.1160 2.0522
H 2.5962 1.5467 3.7860
H 4.6170 0.7997 1.7143
C -2.4367 -0.0112 6.7647
C -3.7575 -0.1216 5.9996
O -3.3385 -0.9351 4.9002
C -1.9966 -0.7128 4.7055
O -1.3811 -0.8827 3.7239
O -1.4975 0.0061 5.7151
F -4.1233 1.0443 5.3863
H -2.3011 -0.9718 7.2691
H -2.4096 0.8307 7.4501
H -4.5199 -0.5010 6.6753
C -2.5454 -2.6377 -1.9274
C -2.6161 -3.5875 -3.1036
O -3.9720 -3.8631 -3.1786
C -4.4963 -3.7669 -1.9151
O -5.6049 -4.0467 -1.6302
O -3.5842 -3.1793 -1.1152
F -1.7970 -4.6787 -2.9297
H -2.5526 -1.5991 -2.2498
H -1.5732 -2.6925 -1.4379
H -2.2938 -3.1663 -4.0574
C 0.9461 0.0349 -5.5900
C 1.1272 -1.2457 -4.7814
C 0.4451 -2.3822 -5.5717
O -0.2911 -1.7077 -6.5835
C 0.4460 -0.5477 -6.9235
H 1.7576 0.7524 -5.6714
H 0.1293 0.6069 -5.1374
H 0.6198 -1.0835 -3.8332
H 2.1590 -1.5902 -4.6896
H -0.1683 -3.0637 -4.9786
H 1.1333 -3.0857 -6.0650
H -0.1203 -0.0137 -7.6822
H 1.3818 -0.8347 -7.4388
C -4.2653 -0.0186 0.6738
C -4.3952 1.0834 1.7268
C -5.4842 0.5452 2.6237
O -6.3424 -0.2543 1.8037
C -5.4418 -0.9632 0.9598
H -3.3563 -0.6217 0.7572
H -4.3355 0.2840 -0.3693
H -4.7852 1.9957 1.2708
H -3.5354 1.3527 2.3389
H -6.1593 1.3015 3.0350
H -5.1431 -0.0369 3.4826
H -5.8759 -1.3692 0.0408
H -5.2294 -1.9071 1.4872
C 3.0881 -3.5845 1.6206
C 4.5399 -4.0854 1.4364
C 4.4427 -5.5337 1.8075
O 3.7106 -5.4159 3.0440
C 2.6691 -4.4486 2.8329
H 2.5419 -3.8098 0.7081
H 3.1985 -2.5385 1.8985
H 5.1979 -3.5228 2.0966
H 4.8487 -3.8376 0.4141
H 5.4021 -6.0420 1.9180
H 3.8603 -6.2285 1.1872
H 2.5392 -3.8233 3.7141
H 1.7909 -5.0729 2.6382
C -4.3960 2.4546 -3.9417
C -4.4830 1.8459 -2.5456
C -3.0553 1.9102 -1.9962
O -2.4738 3.0361 -2.6432
C -2.9687 3.0347 -3.9746
H -5.1900 3.1771 -4.1321
H -4.4858 1.7544 -4.7735
H -4.8304 0.8117 -2.5742
H -5.0975 2.4310 -1.8635
H -2.4397 1.0374 -2.2187
H -3.1049 1.9660 -0.9087
H -2.3478 2.4213 -4.6387
H -2.8650 4.0623 -4.3269
C 5.1111 0.0049 -2.1227
C 5.7142 1.3617 -2.0712
C 5.1345 1.8949 -0.7424
O 4.9895 0.7403 0.0746
C 5.1845 -0.5054 -0.6602
H 5.6449 -0.7476 -2.7148
H 4.0868 -0.0106 -2.5001
H 5.3548 1.9778 -2.8957
H 6.7825 1.4498 -1.8705
H 4.2058 2.4299 -0.9610
H 5.8509 2.6030 -0.3223
H 4.3581 -1.2002 -0.5258
H 6.1516 -1.0102 -0.6549
C 1.7581 -0.2080 0.3958
C 0.4609 -0.2711 1.1799
C -0.5640 0.1099 0.1168
O -0.0042 -0.4133 -1.0824
C 1.2971 -0.9815 -0.8373
H 2.7749 -0.2888 0.7779
H 1.8111 0.8723 0.1533
H 0.2587 0.4352 1.9914
H 0.4822 -1.3030 1.5496
H -0.6026 1.2068 0.0502
H -1.5565 -0.2718 0.3741
H 1.8920 -0.6188 -1.6777
H 1.1875 -2.0596 -0.7155
*
```

Output
Highest occupied orbital energy (hartree): -0.337
Relative energy (zero: lowest compared OMol25 entry of this formula, charge and spin) (kcal per mole): 6.0
SMILES: O=C1OC[C@@H](F)O1.O=C1OC[C@@H](F)O1.O=C1OC[C@@H](F)O1.O=C1OC[C@@H](F)O1.O=C1OC[C@@H](F)O1.C1CCOC1.C1CCOC1.C1CCOC1.C1CCOC1.C1CCOC1.C1CCOC1

---

Entry 2:
Here is C39H64BF4FeN5P2Se3 as an isolated structure in a non-equilibrium geometry from the Open Molecules 2025 dataset. Energies are from the ωB97M-V functional and the def2-TZVPD basis.

Geometry as ORCA input:
```
! RIJCOSX wB97M-V def2-TZVPD def2/J DEFGRID3
* xyz 1 6
Fe -0.0091 -0.6484 0.2788
Se 3.8321 0.6200 -0.1995
Se 3.5277 -1.6522 -0.1787
C 2.7836 -1.7998 1.5889
C 3.3585 -2.6497 2.5141
C 2.8953 -2.5997 3.8212
C 1.9193 -1.6761 4.1466
C 1.3746 -0.9056 3.1367
N 1.7715 -0.9839 1.8618
C 2.4696 1.1390 -1.4737
C 2.8302 2.0999 -2.4092
C 1.9523 2.4095 -3.4314
C 0.7470 1.7377 -3.4933
C 0.4407 0.8316 -2.4949
N 1.2659 0.5410 -1.4703
H 4.1549 -3.3175 2.2176
H 3.3035 -3.2669 4.5684
H 1.5562 -1.5691 5.1579
H 0.5690 -0.2167 3.3437
H 3.8050 2.5652 -2.3503
H 2.2243 3.1421 -4.1805
H 0.0400 1.9001 -4.2957
H -0.5018 0.3062 -2.4937
C -3.3865 0.6704 0.6353
C -2.6983 2.0266 0.8368
C -3.5300 2.9135 1.7577
P -0.9199 1.6848 1.2773
C 0.0384 3.0052 0.3665
C 1.4653 3.0492 0.9227
C -0.5861 4.3966 0.2989
C -0.6359 2.0304 3.0899
C -0.8052 3.4497 3.6325
C -1.4548 1.0486 3.9403
H -4.4106 0.8137 0.2845
H -3.4164 0.1029 1.5684
H -2.8499 0.0787 -0.1102
H -2.6295 2.5132 -0.1362
H -3.7044 2.4336 2.7203
H -4.5065 3.0678 1.2940
H -3.0804 3.8919 1.9178
H 0.0850 2.6026 -0.6527
H 1.5066 3.6200 1.8511
H 2.1446 3.5212 0.2101
H 1.8399 2.0418 1.1238
H -0.7687 4.8084 1.2902
H -1.5353 4.3924 -0.2392
H 0.0956 5.0770 -0.2198
H 0.4256 1.7804 3.1994
H -1.8251 3.8125 3.5362
H -0.1277 4.1643 3.1683
H -0.5704 3.4308 4.6989
H -2.4632 1.4286 4.1024
H -0.9894 0.9219 4.9192
H -1.5389 0.0602 3.4897
F -0.0292 -3.4136 2.6442
B -1.1749 -2.6700 2.9151
F -1.1439 -1.5451 1.8704
F -2.3361 -3.3617 2.6927
F -1.1277 -2.0518 4.1445
C -4.7374 3.7027 -4.8196
N -3.4748 4.2926 -4.4333
C -2.6031 3.7450 -3.5536
Se -2.7518 2.1385 -2.7108
N -1.5593 4.6005 -3.4343
C -1.7496 5.7110 -4.2475
C -0.9870 6.8451 -4.4666
C -1.4841 7.7701 -5.3715
C -2.6936 7.5599 -6.0335
C -3.4592 6.4270 -5.8064
C -2.9694 5.5070 -4.8933
H -5.0495 3.0085 -4.0443
H -4.6394 3.1516 -5.7557
H -5.4863 4.4845 -4.9304
H -0.7782 4.4245 -2.8275
H -0.0466 7.0006 -3.9545
H -0.9206 8.6711 -5.5720
H -3.0373 8.2979 -6.7454
H -4.3955 6.2689 -6.3242
C -1.1917 -4.9056 0.0122
C -0.4407 -4.4909 -1.2538
C -0.3576 -5.6984 -2.1885
C 0.9568 -4.0501 -0.8202
P -1.3205 -2.9433 -1.9738
N -0.8725 -1.6313 -1.1726
C -3.2086 -3.1029 -1.7907
C -3.8359 -1.9714 -2.6108
C -3.7447 -4.4511 -2.2685
C -3.5781 -2.8786 -0.3162
C -0.8146 -2.7472 -3.8084
C 0.7202 -2.7838 -3.8700
C -1.2870 -1.3740 -4.3276
C -1.3668 -3.8432 -4.7206
H -0.5722 -5.5975 0.5858
H -2.1278 -5.4138 -0.2094
H -1.3889 -4.0502 0.6489
H 0.0458 -6.5377 -1.6169
H 0.3023 -5.5404 -3.0399
H -1.3420 -5.9972 -2.5502
H 1.4633 -4.8818 -0.3246
H 0.8752 -3.2389 -0.1012
H 1.5766 -3.7136 -1.6469
H -3.7012 -2.1209 -3.6803
H -3.4257 -0.9989 -2.3320
H -4.9097 -1.9475 -2.4147
H -3.5506 -4.6248 -3.3253
H -4.8268 -4.4579 -2.1205
H -3.3318 -5.2818 -1.7002
H -2.9974 -2.0698 0.1279
H -3.4454 -3.7638 0.2969
H -4.6335 -2.6020 -0.2586
H 1.1744 -2.0702 -3.1804
H 1.0365 -2.5233 -4.8819
H 1.1082 -3.7778 -3.6577
H -1.4835 -0.6673 -3.5263
H -2.1917 -1.4611 -4.9263
H -0.5185 -0.9455 -4.9742
H -1.0802 -4.8445 -4.4087
H -0.9592 -3.6800 -5.7216
H -2.4511 -3.7971 -4.8089
*
```

Output
Highest occupied orbital energy (spin up / spin down) (hartree): -0.367 / -0.367
Relative energy (zero: lowest compared OMol25 entry of this formula, charge and spin) (kcal per mole): 0.0
Expectation value of S²: 8.766

---

Entry 3:
Here is C39H64CsF4N4O3PSe2 as an isolated structure in a non-equilibrium geometry from the Open Molecules 2025 dataset. Energies are from the ωB97M-V functional and the def2-TZVPD basis.

Geometry as ORCA input:
```
! RIJCOSX wB97M-V def2-TZVPD def2/J DEFGRID3
* xyz -2 1
Cs 0.3883 1.8694 2.1881
C 0.1377 4.8676 -0.3659
N 1.1420 3.8397 -0.1473
C 1.3494 3.0984 -1.3692
C 2.4084 4.3709 0.3440
C 2.3516 4.9883 1.7362
N 2.1262 3.9614 2.7337
C 1.7511 4.2658 3.9504
C 1.4384 3.2173 4.9025
F 1.6507 1.9035 4.5586
C 1.0004 3.4484 6.1789
F 0.7441 2.3799 6.9684
C 0.8061 4.7167 6.7042
C 1.1264 5.7510 5.8396
F 1.0009 7.0230 6.2860
C 1.5739 5.5618 4.5579
F 1.9235 6.6811 3.8645
H 0.5030 5.6391 -1.0716
H -0.1296 5.3596 0.5717
H -0.7777 4.4379 -0.7828
H 1.7686 3.7463 -2.1639
H 0.4211 2.6586 -1.7275
H 2.0383 2.2781 -1.1784
H 2.7947 5.1297 -0.3685
H 3.1268 3.5469 0.3715
H 1.5917 5.7765 1.7409
H 3.3036 5.5157 1.8986
H 0.4139 4.8814 7.6961
O -2.7574 3.2814 -5.2079
C -3.3459 2.0099 -5.0025
C -2.7802 1.2088 -3.8136
C -3.2907 -0.2344 -3.9623
O -2.6398 -0.9912 -4.9816
C -3.3180 1.6957 -2.4539
Se -3.5059 3.6208 -2.0405
C -1.2456 1.2470 -3.8642
Se -0.3037 -0.1836 -2.8684
H -2.9073 3.7741 -4.3706
H -3.1768 1.4369 -5.9185
H -4.4326 2.1081 -4.8565
H -4.3588 -0.2186 -4.2074
H -3.1723 -0.7349 -2.9947
H -1.7299 -1.1153 -4.6514
H -2.6691 1.2613 -1.6852
H -4.3107 1.2528 -2.3238
H -0.9468 2.2299 -3.5048
H -0.9158 1.1799 -4.8998
N 3.2378 0.7030 0.6144
C 3.7402 0.5150 -0.4166
N 4.3512 0.1076 -1.5384
C 3.5765 -0.2005 -2.7640
C 3.6155 0.9266 -3.7784
C 5.0419 1.4038 -4.0444
C 5.7225 1.7991 -2.7320
C 5.7083 0.6157 -1.7757
H 2.5479 -0.4572 -2.4988
H 4.0478 -1.0948 -3.1889
H 3.0297 1.7637 -3.4064
H 3.1180 0.5896 -4.6888
H 5.0327 2.2466 -4.7398
H 5.6268 0.6083 -4.5238
H 5.1999 2.6459 -2.2755
H 6.7567 2.1113 -2.9015
H 6.1534 0.8504 -0.8098
H 6.2815 -0.2081 -2.2146
O -0.4501 -0.5226 2.0697
P -0.7599 -1.7617 1.2719
C -0.8820 -3.1197 2.5001
C -0.9314 -4.5948 2.0197
C -2.1943 -5.3073 2.4965
C -2.2997 -5.2895 4.0239
C -1.9721 -3.8973 4.6153
C -1.9643 -2.8116 3.5444
C -2.2888 -1.5620 0.3058
C -3.2392 -0.5521 0.9883
C -4.5468 -0.4648 0.2069
C -5.3211 -1.7996 0.1864
C -4.4116 -2.9764 0.5423
C -3.0469 -2.8480 -0.1348
C 0.6039 -2.1283 0.1311
C 1.8748 -2.5224 0.8987
C 2.9816 -2.8570 -0.0940
C 2.6466 -4.0999 -0.9412
C 1.1390 -4.3721 -0.9715
C 0.3382 -3.0762 -1.0716
H 0.0697 -2.9769 3.0229
H -0.0579 -5.1271 2.4131
H -0.8480 -4.6681 0.9361
H -2.2079 -6.3367 2.1298
H -3.0693 -4.8190 2.0595
H -1.6147 -6.0359 4.4377
H -3.3039 -5.6017 4.3216
H -0.9863 -3.9128 5.0913
H -2.6823 -3.6411 5.4046
H -1.7664 -1.8308 3.9770
H -2.9502 -2.7469 3.0762
H -1.9292 -1.0550 -0.6047
H -2.7538 0.4251 1.0040
H -3.4316 -0.8089 2.0362
H -4.3083 -0.1677 -0.8137
H -5.1620 0.3431 0.6070
H -5.7327 -1.9625 -0.8148
H -6.1777 -1.7739 0.8674
H -4.8812 -3.9248 0.2655
H -4.2739 -3.0171 1.6260
H -3.1837 -2.8051 -1.2202
H -2.4715 -3.7552 0.0523
H 0.7572 -1.1251 -0.2907
H 1.6911 -3.3876 1.5501
H 2.1790 -1.6970 1.5445
H 3.9359 -2.9847 0.4242
H 3.1139 -1.9968 -0.7470
H 3.1679 -4.9806 -0.5527
H 3.0120 -3.9514 -1.9618
H 0.8608 -4.9164 -0.0639
H 0.8892 -5.0318 -1.8063
H -0.7231 -3.2919 -1.1976
H 0.6082 -2.5432 -1.9874
*
```

Output
Highest occupied orbital energy (hartree): -0.040
Relative energy (zero: lowest compared OMol25 entry of this formula, charge and spin) (kcal per mole): 21.4

---

Entry 4:
Here is a 6-piece molecular cluster, C39H65IN2O10S5 overall in a non-equilibrium geometry from the Open Molecules 2025 dataset. Energies are from the ωB97M-V functional and the def2-TZVPD basis.

Geometry as ORCA input:
```
! RIJCOSX wB97M-V def2-TZVPD def2/J DEFGRID3
* xyz 0 1
C -4.0544 -1.6163 1.2932
C -3.0772 -1.0822 0.3858
C -2.5374 0.4265 0.6071
C -1.1768 0.5604 1.3259
C -0.5727 2.0030 1.6132
C -1.3817 3.2253 1.1084
C -2.7709 3.0712 0.3734
N -3.4243 4.2790 -0.0578
C -4.6530 4.0476 -0.7414
C -5.4543 5.3126 -1.2912
C -6.7991 5.6741 -0.4781
C -6.9387 4.9757 0.9602
C -8.5002 5.1892 1.4155
C -9.2650 3.7766 1.6470
C -10.5014 3.5559 0.5943
C -10.5210 1.9596 0.2514
C -11.5215 1.6404 -0.9976
C -10.9592 2.2460 -2.3912
C -5.2209 2.6098 -0.9362
I -7.1464 2.4558 -1.9980
N -4.6393 1.3726 -0.5362
C -3.3854 1.6759 0.1041
H -4.8472 -2.3684 0.9474
H -4.1240 -1.2681 2.3879
H -2.6779 -1.6808 -0.5148
H -0.5431 -0.3243 1.6865
H 0.4199 2.1701 2.1637
H -0.9828 4.2778 1.2771
H -5.7737 5.0778 -2.3728
H -4.7446 6.2122 -1.3113
H -7.7050 5.5167 -1.1704
H -6.7618 6.8164 -0.2820
H -6.3007 5.5483 1.7283
H -6.7743 3.8470 0.9693
H -9.0403 5.7588 0.5637
H -8.6049 5.8260 2.3578
H -8.5921 2.8604 1.5184
H -9.6718 3.7221 2.7312
H -10.2817 4.1648 -0.3462
H -11.4650 3.8902 1.1085
H -10.8568 1.4137 1.2172
H -9.4676 1.5768 -0.0370
H -12.6018 1.9863 -0.7760
H -11.5916 0.4925 -1.1503
H -11.7651 2.1605 -3.2091
H -10.0449 1.6721 -2.7940
H -10.7105 3.3694 -2.3113
C 4.3013 -0.1063 0.5160
C 5.0322 1.1496 0.0366
C 4.5806 2.3105 0.9243
S 4.1342 1.5897 2.5004
O 2.7135 1.7680 2.7020
O 5.1089 1.9781 3.4954
C 4.4306 -0.1059 2.0335
H 4.7228 -1.0125 0.0783
H 3.2460 -0.0514 0.2296
H 6.1130 1.0044 0.1413
H 4.8301 1.3576 -1.0170
H 5.3792 3.0385 1.0728
H 3.6973 2.8057 0.5167
H 3.7116 -0.7586 2.5261
H 5.4457 -0.3640 2.3419
C 6.6333 -5.3088 1.0525
C 5.4110 -6.2247 1.1419
C 4.2753 -5.4130 1.7676
S 4.5906 -3.7042 1.3417
O 4.8785 -2.9726 2.5565
O 3.5962 -3.2585 0.3890
C 6.1239 -3.9932 0.4810
H 7.4181 -5.7400 0.4278
H 7.0472 -5.1470 2.0530
H 5.1231 -6.5471 0.1357
H 5.6209 -7.1234 1.7262
H 3.3027 -5.7106 1.3738
H 4.2769 -5.4958 2.8561
H 6.8067 -3.1603 0.6463
H 5.8967 -4.0882 -0.5837
C 10.6979 -0.7623 -2.4994
C 9.2833 -0.1937 -2.6270
C 8.3035 -1.3476 -2.4060
S 9.1413 -2.5185 -1.3433
O 9.3616 -3.7378 -2.0851
O 8.5146 -2.5119 -0.0387
C 10.6839 -1.6280 -1.2465
H 11.4480 0.0283 -2.4320
H 10.9300 -1.3755 -3.3762
H 9.1284 0.5731 -1.8608
H 9.1234 0.2779 -3.5992
H 7.3867 -1.0101 -1.9204
H 8.0633 -1.8537 -3.3427
H 11.5162 -2.3299 -1.1996
H 10.6584 -1.0134 -0.3437
C 8.2447 -2.5247 5.7493
C 9.5147 -2.9177 6.5071
C 9.7253 -4.4193 6.3025
S 8.9777 -4.8185 4.7266
O 7.8501 -5.6923 4.9601
O 10.0169 -5.1376 3.7733
C 8.3610 -3.1805 4.3798
H 8.1404 -1.4408 5.6672
H 7.3658 -2.9104 6.2762
H 10.3680 -2.3668 6.0980
H 9.4444 -2.6710 7.5690
H 10.7846 -4.6775 6.2758
H 9.2196 -5.0030 7.0737
H 7.4090 -3.2447 3.8516
H 9.1017 -2.6694 3.7603
C -6.8324 0.2709 -5.4772
C -6.8148 -0.5404 -6.7742
C -8.2682 -0.8307 -7.1537
S -9.2398 0.5094 -6.4737
O -10.1070 -0.0249 -5.4489
O -9.7372 1.3326 -7.5528
C -7.8826 1.3543 -5.6820
H -5.8532 0.6990 -5.2532
H -7.1188 -0.3755 -4.6410
H -6.3378 0.0477 -7.5652
H -6.2440 -1.4654 -6.6645
H -8.4034 -0.8624 -8.2354
H -8.6197 -1.7628 -6.7076
H -8.2192 1.8075 -4.7498
H -7.5238 2.1254 -6.3676
*
```

Output
Highest occupied orbital energy (hartree): -0.308
SMILES: C=Cc1cccc2nc(CCCCCCCCC)c(I)nc12.O=S1(=O)CCCC1.O=S1(=O)CCCC1.O=S1(=O)CCCC1.O=S1(=O)CCCC1.O=S1(=O)CCCC1